C4H6N2 as an isolated structure in a non-equilibrium geometry. Source: the Open Molecules 2025 dataset; level of theory: ωB97M-V with the def2-TZVPD basis set.

CARTESIAN COORDINATES (ANGSTROEM)
C  1.754  0.849  0.193
C  0.433  0.423  0.103
C  0.974  -0.896  -0.166
C  -1.860  0.246  0.049
N  2.334  -0.299  -0.097
N  -0.754  1.112  0.126
H  2.114  1.843  0.276
H  0.611  -1.828  0.394
H  0.892  -1.232  -1.198
H  -1.684  -0.575  0.858
H  -1.983  -0.466  -0.861
H  -2.831  0.823  0.323

Calculated values
energy above the lowest of the compared OMol25 structures with the same formula, charge and spin: 3.808 eV
HOMO: -9.8 eV
net charge: 0

Here is what Löwdin gives for the atomic charges, in e: atom 1 (C): -0.1010, atom 2 (C): -0.3139, atom 3 (C): -0.1856, atom 4 (C): -0.2101, atom 5 (N): 0.1247, atom 6 (N): 0.0352, atom 7 (H): 0.1077, atom 8 (H): 0.1392, atom 9 (H): 0.1109, atom 10 (H): 0.0954, atom 11 (H): 0.1027, atom 12 (H): 0.0947